[1]
{"formula": "C41H39AlGeO5P2Te", "method": "wB97M-V/def2-TZVPD", "gap_ev": [8.390, 4.990], "spin_multiplicity": 2, "total_charge": 1, "lumo_ev": [-2.24, -5.64], "elements": ["Al", "O", "C", "O", "C", "C", "C", "C", "C", "C", "P", "C", "C", "C", "C", "C", "C", "C", "C", "C", "C", "C", "C", "H", "H", "H", "H", "H", "H", "H", "H", "H", "H", "H", "H", "H", "H", "C", "C", "C", "C", "C", "C", "Ge", "C", "C", "C", "C", "C", "C", "C", "C", "C", "C", "C", "C", "H", "H", "H", "H", "H", "H", "H", "H", "H", "H", "H", "H", "H", "H", "H", "C", "C", "O", "P", "O", "Te", "O", "C", "C", "H", "H", "H", "H", "H", "H", "H", "H", "H", "H"], "positions_angstrom": [[-8.434993, 2.847925, 17.833166], [-10.574210, 6.038468, 18.385285], [-10.269158, 4.913514, 18.614232], [-9.042946, 4.422179, 18.324265], [-11.277880, 4.045956, 19.335064], [-12.530331, 4.674386, 19.365545], [-13.585624, 4.200931, 20.131531], [-13.428238, 3.014001, 20.829691], [-12.222892, 2.314305, 20.714482], [-11.172692, 2.753427, 19.887316], [-9.644770, 1.684069, 19.679641], [-8.769022, 1.499437, 21.198010], [-9.226866, 2.107525, 22.337772], [-8.677959, 1.784813, 23.585525], [-7.689548, 0.799628, 23.686353], [-7.256292, 0.096965, 22.555544], [-7.848359, 0.396667, 21.316611], [-10.267631, 0.003914, 19.449283], [-10.014534, -0.546312, 18.168914], [-10.314008, -1.881558, 17.937747], [-10.982534, -2.644893, 18.920700], [-11.240985, -2.084183, 20.157229], [-10.918350, -0.767288, 20.462864], [-12.664129, 5.596154, 18.798471], [-14.439801, 4.885542, 20.174524], [-14.254401, 2.600173, 21.442869], [-12.074831, 1.450753, 21.345562], [-10.133418, 2.778124, 22.293280], [-8.968600, 2.362774, 24.420828], [-7.340594, 0.466704, 24.660110], [-6.630479, -0.780361, 22.649088], [-7.538762, -0.104589, 20.389594], [-9.640887, 0.128038, 17.367078], [-10.020389, -2.303182, 16.978685], [-11.325188, -3.646178, 18.687120], [-11.555998, -2.742056, 20.980332], [-11.121552, -0.412113, 21.460730], [-4.813829, 5.709429, 14.010110], [-4.178558, 4.488715, 14.110639], [-4.522655, 3.585391, 15.106207], [-5.514573, 3.900477, 16.052189], [-6.198272, 5.151568, 15.900948], [-5.847185, 6.004729, 14.893299], [-6.000702, 2.822924, 17.642788], [-5.114837, 1.143733, 17.321937], [-5.152913, 0.488932, 16.058018], [-4.546968, -0.752251, 15.873784], [-3.937699, -1.431817, 16.958873], [-3.869491, -0.779935, 18.170357], [-4.488235, 0.459280, 18.389573], [-5.201638, 3.828116, 19.122477], [-4.162551, 4.732847, 18.984665], [-3.767826, 5.567519, 20.011898], [-4.348689, 5.521613, 21.263076], [-5.434351, 4.657680, 21.445826], [-5.842237, 3.822169, 20.395814], [-4.630128, 6.398875, 13.215511], [-3.441760, 4.161778, 13.380938], [-3.880149, 2.697638, 15.197396], [-7.035063, 5.439837, 16.558860], [-6.417734, 6.911938, 14.699207], [-5.724782, 0.973229, 15.272618], [-4.686652, -1.233437, 14.904156], [-3.396463, -2.322266, 16.761416], [-3.505783, -1.273884, 19.047288], [-4.322285, 0.946450, 19.378062], [-3.640213, 4.771692, 18.059283], [-2.913038, 6.228854, 19.849644], [-3.938657, 6.068759, 22.127306], [-5.969007, 4.644860, 22.383227], [-6.555018, 2.998412, 20.565745], [-9.643150, 7.160032, 14.824037], [-9.618646, 5.876307, 14.037437], [-9.627043, 4.768457, 15.044738], [-9.711563, 3.195652, 14.966053], [-9.406973, 2.595691, 16.350093], [-8.054895, 2.577982, 13.437913], [-11.203803, 2.794847, 14.762490], [-12.275152, 3.579810, 14.123899], [-12.217585, 3.478503, 12.615816], [-9.671693, 7.990400, 14.119383], [-8.737859, 7.324789, 15.413466], [-10.502594, 7.214200, 15.497012], [-8.716070, 5.697464, 13.414226], [-10.520999, 5.784875, 13.424936], [-12.216312, 4.595544, 14.574375], [-13.238582, 3.180412, 14.535022], [-11.384904, 4.121037, 12.193432], [-13.198178, 3.913234, 12.234224], [-12.093426, 2.437288, 12.258695]], "forces_ev_per_angstrom": [[-0.4, 0.5, 0.4], [0.2, 1.3, -0.6], [1.6, -1.5, 0.1], [-1.0, 0.1, 0.5], [-0.8, -0.4, -0.8], [-0.1, 0.1, 0.3], [0.2, 0.6, -0.4], [-0.3, -0.4, 0.4], [-0.1, 0.2, -0.2], [0.8, 0.5, 0.9], [-1.3, 0.5, -1.1], [0.7, -1.8, 1.0], [-1.1, 0.9, 0.9], [1.0, -0.4, -1.1], [-0.5, -0.1, 0.0], [-1.5, 0.2, -0.9], [0.5, 1.4, -0.1], [-0.7, -0.5, -0.3], [-0.2, 0.5, 0.8], [-0.5, -0.3, 0.0], [0.6, 0.7, -1.1], [0.1, -0.3, 1.1], [1.0, 0.1, -1.6], [0.2, -0.2, 0.4], [-0.1, -0.8, 0.2], [0.8, 0.4, -0.3], [-0.1, -0.3, -0.3], [1.4, -0.5, 0.1], [-0.4, 0.2, 0.9], [0.1, 0.4, -0.1], [0.2, 0.2, 0.0], [-0.1, -0.1, 0.5], [0.0, -0.8, 0.6], [-0.3, -0.1, 0.2], [0.3, 0.0, 0.1], [-0.4, 0.4, -0.5], [0.2, 0.2, 0.0], [-0.6, -0.4, 0.2], [0.2, -0.2, -0.5], [0.2, 0.0, 0.9], [-0.6, 0.8, -0.3], [-0.1, -1.3, 0.5], [0.0, 0.8, -0.8], [0.6, 0.4, -0.5], [0.5, -1.6, 0.4], [-0.1, 0.2, 1.3], [-0.6, -0.2, 0.4], [-0.2, 1.8, -1.3], [-1.1, 0.2, 0.6], [0.5, 0.7, -0.5], [-0.8, 0.2, 1.6], [-0.4, -0.1, -0.2], [1.1, 0.4, 0.3], [-0.5, -0.4, 0.5], [0.0, -0.3, -0.7], [0.5, -0.6, -0.4], [0.4, 0.2, -0.4], [0.1, 0.3, 0.1], [-0.7, 0.2, 0.0], [0.5, -0.3, -0.1], [0.1, 0.0, 0.3], [0.2, -0.2, -0.2], [0.4, 0.0, 0.2], [0.1, -0.9, 0.1], [0.7, -0.3, 0.2], [-0.5, -0.4, -0.8], [0.4, 0.2, -0.7], [-0.3, -0.2, 0.0], [-0.4, 0.0, -0.7], [0.1, -0.2, 0.2], [-0.1, 0.8, 0.2], [0.4, 0.3, 0.0], [0.3, -0.9, 0.3], [-0.2, -0.2, 0.1], [-0.8, 1.4, 1.9], [0.1, 0.1, -1.0], [0.7, -0.5, -0.9], [-0.4, -0.3, -0.7], [-0.5, 0.0, 1.0], [-0.3, 1.3, -0.7], [-0.2, 0.0, -0.1], [-0.1, -0.3, 0.0], [0.1, -0.1, -0.2], [-0.5, 0.4, 0.4], [0.2, -0.1, 0.1], [0.1, -0.4, -0.7], [1.1, -0.1, -0.4], [-0.9, -0.8, 0.4], [1.2, -0.7, 0.2], [-0.2, 0.6, 0.3]]}

[2]
{"formula": "C2H4N2OS2", "method": "wB97M-V/def2-TZVPD", "gap_ev": 8.628, "total_charge": 0, "lumo_ev": -0.74, "elements": ["C", "C", "H", "H", "H", "H", "N", "N", "O", "S", "S"], "positions_angstrom": [[-0.205964, -0.014773, -0.109264], [1.256649, 0.089370, 0.072868], [-1.858683, 1.429458, 0.683824], [-0.169012, 1.865954, -0.299456], [-2.874422, -2.188622, 0.239533], [3.483955, -0.308059, 0.190197], [-0.988933, 1.221618, -0.151491], [-0.664903, -1.154010, -0.071400], [1.849347, 1.185920, -0.219421], [-2.354883, -0.832839, -0.188620], [2.526853, -1.294014, -0.146766]], "forces_ev_per_angstrom": [[0.5, 3.8, 2.0], [4.9, 3.5, -4.2], [4.0, -1.0, -3.1], [-1.7, 0.5, 0.8], [1.2, 2.4, -1.0], [-1.0, -1.3, -0.6], [0.9, -0.2, 1.5], [-3.2, -2.5, 0.0], [-2.9, -2.7, 2.1], [-2.0, -4.2, 0.9], [-0.7, 1.6, 1.5]]}

[3]
{"formula": "C44H41N5O5Ti", "method": "wB97M-V/def2-TZVPD", "gap_ev": [5.714, 6.429], "spin_multiplicity": 2, "total_charge": -1, "lumo_ev": [2.13, 2.13], "elements": ["Ti", "O", "C", "N", "C", "C", "C", "C", "C", "C", "N", "C", "O", "C", "C", "C", "C", "C", "N", "C", "C", "C", "C", "C", "N", "H", "H", "H", "H", "H", "H", "H", "H", "H", "H", "H", "H", "C", "C", "C", "C", "C", "C", "C", "H", "H", "H", "H", "H", "H", "H", "C", "C", "C", "C", "C", "C", "N", "C", "C", "C", "C", "C", "C", "C", "O", "O", "C", "C", "H", "H", "H", "H", "H", "H", "H", "H", "H", "H", "H", "H", "H", "H", "C", "C", "C", "O", "C", "H", "H", "H", "H", "H", "H", "H", "H"], "positions_angstrom": [[0.281476, 0.525933, -0.350011], [-3.523696, 1.285228, -1.766285], [-2.509281, 0.879900, -1.195672], [-1.329209, 1.469003, -1.067453], [-1.021685, 2.791129, -1.402086], [-1.515878, 3.572610, -2.431533], [-1.071885, 4.888469, -2.558579], [-0.175804, 5.427066, -1.648803], [0.322032, 4.657651, -0.597649], [-0.074913, 3.334469, -0.490881], [0.355953, 2.375894, 0.430020], [0.796677, 2.604488, 1.664888], [0.931905, 3.665404, 2.272398], [1.134464, 1.281262, 2.305727], [1.612005, 1.187597, 3.600605], [1.993501, -0.042337, 4.099684], [1.929702, -1.141518, 3.254740], [1.430987, -0.976624, 1.978296], [0.991262, 0.200584, 1.513108], [-2.548858, -0.426713, -0.430681], [-3.596831, -1.311874, -0.610847], [-3.637253, -2.468230, 0.142625], [-2.641206, -2.676265, 1.085049], [-1.638425, -1.731127, 1.208530], [-1.564402, -0.633588, 0.460702], [-2.233368, 3.153604, -3.123963], [-1.443539, 5.498530, -3.373502], [0.146125, 6.456842, -1.757057], [1.015359, 5.064473, 0.124870], [1.683970, 2.100293, 4.177775], [2.350801, -0.148813, 5.116095], [2.258224, -2.117162, 3.587039], [1.370273, -1.806465, 1.282048], [-4.353403, -1.066236, -1.344451], [-4.437095, -3.187155, 0.014376], [-2.637708, -3.558232, 1.711090], [-0.870575, -1.854043, 1.960701], [2.418434, 0.772146, -0.785942], [2.843488, 0.717437, -2.205352], [2.538990, 1.759510, -3.095518], [2.963169, 1.734054, -4.411673], [3.717736, 0.669927, -4.898552], [4.033118, -0.370681, -4.037108], [3.605207, -0.342706, -2.714900], [2.654968, 1.750953, -0.368066], [2.956877, 0.007768, -0.212159], [1.941509, 2.592179, -2.737442], [2.710846, 2.558812, -5.070975], [4.054593, 0.656307, -5.928504], [4.640311, -1.200223, -4.386024], [3.883066, -1.152914, -2.047544], [-6.669583, 0.855319, -6.974175], [-5.160574, 0.855325, -7.024732], [-4.523620, 1.340215, -8.162199], [-3.140950, 1.397374, -8.229394], [-2.386928, 0.923711, -7.172682], [-3.002222, 0.396888, -6.037457], [-2.153737, -0.087823, -5.017791], [-2.170022, -1.341741, -4.467338], [-2.947320, -2.380760, -5.014101], [-2.946083, -3.644947, -4.458196], [-2.169910, -3.929317, -3.336921], [-1.372836, -2.928029, -2.815209], [-1.339187, -1.648633, -3.362887], [-0.406985, -0.651675, -2.753589], [-0.168255, 0.403261, -3.344972], [0.120813, -0.947891, -1.606970], [-4.407119, 0.399273, -5.933280], [-5.084751, -0.026889, -4.660319], [-7.082997, 1.115381, -7.948578], [-7.032954, 1.586745, -6.247632], [-7.061031, -0.121284, -6.683570], [-5.122129, 1.686841, -8.998163], [-2.654408, 1.792401, -9.113378], [-1.303532, 0.939953, -7.212779], [-1.412765, 0.505413, -4.645441], [-3.529819, -2.182203, -5.905008], [-3.557556, -4.419498, -4.907200], [-2.179008, -4.920434, -2.898709], [-0.746023, -3.100359, -1.946563], [-4.511276, 0.317998, -3.799519], [-5.167804, -1.114737, -4.587177], [-6.085450, 0.396101, -4.585236], [1.571105, -5.651020, -0.230682], [2.240655, -4.949290, -1.419861], [1.994157, -3.461616, -1.135741], [0.938717, -3.397494, -0.165350], [0.423364, -4.698415, 0.076437], [2.254830, -5.702724, 0.618961], [1.216975, -6.654615, -0.467396], [1.760940, -5.245767, -2.353812], [3.304751, -5.171594, -1.489651], [1.703334, -2.899058, -2.021886], [2.873057, -2.979770, -0.700948], [-0.431420, -4.901717, -0.582141], [0.080839, -4.737014, 1.111981]], "forces_ev_per_angstrom": [[0.3, -0.7, -0.5], [-0.1, -0.2, -0.1], [-0.1, 0.5, -0.2], [-0.8, 0.4, -0.5], [0.0, 0.4, 0.3], [0.0, -0.1, 0.0], [0.0, 0.0, 0.0], [0.0, 0.0, 0.0], [0.0, -0.1, 0.0], [-0.4, 0.1, 0.0], [0.1, 1.1, 0.8], [-0.3, 0.4, -0.5], [0.2, -0.1, 0.3], [0.0, -0.3, 0.0], [0.0, 0.3, 0.2], [0.0, -0.1, -0.1], [0.1, 0.0, 0.2], [-0.1, 0.0, -0.2], [1.1, -0.2, 2.4], [0.0, 0.0, 0.2], [-0.1, 0.0, -0.1], [0.0, 0.0, 0.1], [-0.1, 0.0, -0.1], [0.1, 0.0, 0.1], [-0.7, -0.2, -0.1], [0.0, 0.0, 0.0], [0.0, 0.0, 0.0], [0.0, 0.0, 0.0], [0.0, 0.0, 0.0], [0.0, 0.0, 0.0], [0.0, 0.0, 0.0], [0.0, 0.0, -0.1], [-0.1, -0.1, 0.0], [0.0, 0.0, 0.0], [0.0, 0.0, 0.0], [0.0, 0.0, 0.0], [0.1, 0.0, -0.1], [0.4, -0.1, -0.7], [0.3, 0.1, 0.1], [0.0, -0.1, 0.0], [0.0, 0.1, 0.0], [0.0, 0.0, 0.0], [0.0, 0.0, 0.0], [-0.1, 0.0, -0.1], [0.1, 0.0, 0.1], [0.0, 0.0, 0.0], [0.0, 0.0, 0.0], [0.0, 0.0, 0.0], [0.0, 0.0, 0.0], [0.0, 0.0, 0.0], [0.0, 0.0, 0.0], [0.1, 0.0, 0.0], [0.0, 0.0, -0.1], [0.0, 0.0, 0.0], [0.0, 0.0, 0.0], [0.1, 0.0, 0.0], [0.0, -0.1, -0.1], [-0.3, 0.1, 0.2], [0.1, 0.0, -0.2], [0.0, 0.0, 0.0], [0.0, 0.1, 0.1], [-0.1, -0.1, -0.1], [0.0, 0.0, 0.1], [0.0, -0.3, 0.2], [0.4, 0.1, -0.4], [0.0, 0.0, -0.1], [-0.2, -1.1, -1.3], [0.2, 0.0, 0.0], [0.1, 0.0, 0.0], [0.0, 0.0, 0.0], [0.0, 0.0, 0.0], [0.0, 0.0, 0.0], [0.0, 0.0, 0.0], [0.0, 0.0, 0.0], [0.0, 0.0, 0.0], [0.0, 0.0, 0.0], [0.0, 0.0, 0.0], [0.0, 0.0, 0.0], [0.0, 0.0, 0.0], [0.0, 0.0, 0.0], [0.1, 0.0, 0.1], [0.0, 0.0, 0.0], [0.0, 0.0, 0.0], [0.0, 0.1, -0.1], [-0.1, 0.0, 0.1], [0.0, -0.1, 0.0], [0.0, -0.1, 0.2], [0.1, 0.0, -0.1], [0.0, 0.0, 0.0], [0.1, 0.0, 0.0], [0.0, 0.0, 0.0], [0.0, 0.0, -0.1], [0.0, 0.0, 0.0], [0.0, 0.0, 0.0], [0.0, 0.0, 0.0], [0.0, 0.0, 0.0]]}

[4]
{"formula": "CH6N4O2", "method": "wB97M-V/def2-TZVPD", "gap_ev": 9.610, "total_charge": 0, "lumo_ev": 0.34, "smiles": "NNC/[N+]([O-])=N/O", "elements": ["N", "N", "C", "N", "O", "N", "O", "H", "H", "H", "H", "H", "H"], "positions_angstrom": [[1.227043, 0.713467, 1.338935], [1.245020, 0.797395, -0.050937], [0.931482, -0.493955, -0.626565], [-0.589575, -0.463866, -0.608770], [-1.398737, -1.467037, -0.516206], [-1.224145, 0.651319, -0.508082], [-2.455422, 0.532796, -0.034547], [1.871899, -0.058153, 1.588610], [0.284038, 0.522514, 1.592604], [0.508163, 1.486339, -0.192335], [1.074513, -0.350392, -1.689368], [1.201998, -1.500611, -0.267844], [-2.676277, -0.369814, -0.025492]], "forces_ev_per_angstrom": [[1.7, -0.3, 1.4], [2.1, -0.8, 0.1], [-2.7, 2.4, -2.3], [-5.5, -0.8, 0.9], [2.3, -1.2, 0.1], [2.5, 0.7, 0.7], [0.1, 2.9, -0.7], [-0.8, 0.8, 0.3], [-0.8, -0.7, 1.0], [0.4, -0.3, -1.2], [0.8, -0.7, -0.4], [0.3, 1.0, 0.4], [-0.4, -3.0, -0.1]]}

What did we get for energy relative to the best compared isomer or geometry (same formula, charge and spin)? Answer: 0.0; 328.7; 133.1; 519.8 kJ/mol, in the order shown.